[1]
The following is a quantum chemistry calculation of 5 unconnected molecules or ions with the total composition C15H28Br2O12 at a distorted geometry, from OMol25.

```
57
Properties=species:S:1:pos:R:3:forces:R:3
C -3.113230 0.078588 -0.560934 -0.69 0.23 0.18
C -2.745767 0.611340 0.809773 0.76 -0.48 0.59
C -1.915951 -0.337987 1.691651 0.08 0.18 -0.22
O -1.004303 0.553984 2.361278 -0.42 -0.44 -0.05
C -0.914177 1.697816 1.660784 -0.27 -0.45 -0.13
O -0.110603 2.540790 1.862422 0.33 0.58 0.02
O -1.855803 1.740420 0.686668 -0.13 0.05 -0.08
H -3.279480 -0.999390 -0.563980 0.18 -0.03 0.17
H -2.333791 0.328213 -1.274724 0.07 -0.05 -0.04
H -4.054830 0.522779 -0.891741 0.19 0.09 -0.15
H -3.586419 0.915265 1.436903 -0.26 0.23 -0.44
H -1.353259 -1.087745 1.129453 0.07 0.10 0.00
H -2.544101 -0.840831 2.422120 0.13 -0.02 0.13
C 1.473701 -2.049895 3.155162 0.63 -0.84 0.56
O 1.612816 -0.895857 2.339082 -0.62 -0.18 0.03
C 2.854663 -0.462446 2.211112 -0.19 0.02 -0.40
O 3.828111 -0.975062 2.675199 0.72 -0.24 0.41
O 2.834057 0.614468 1.438139 -0.31 0.27 -0.51
C 4.112809 1.137413 1.117766 0.79 0.05 0.50
H 1.716011 -1.847563 4.201455 -0.22 0.33 -0.07
H 2.188643 -2.831991 2.871515 -0.14 0.19 -0.27
H 0.472863 -2.445747 3.050253 -0.16 0.30 -0.11
H 3.978688 2.021647 0.506318 -0.22 0.11 0.07
H 4.728613 0.424093 0.575832 -0.16 -0.16 -0.04
H 4.635847 1.373197 2.045423 0.02 0.22 -0.11
C 0.559884 3.495577 -3.816926 -0.45 -0.13 0.51
O -0.657804 3.419970 -3.031589 -0.04 0.09 -0.60
C -1.250949 4.572110 -2.705417 -0.17 -0.77 0.11
O -0.876941 5.663281 -2.986442 0.71 1.17 -0.41
O -2.339206 4.295542 -2.003640 -0.16 -0.54 0.22
C -2.896364 5.383637 -1.272934 -0.19 -0.13 0.56
H 0.615495 4.278008 -4.569773 -0.52 0.27 0.21
H 0.571827 2.538804 -4.331738 0.45 -0.10 0.19
H 1.353221 3.654259 -3.088026 0.32 -0.24 -0.32
H -3.359825 4.937008 -0.393006 -0.01 -0.03 -0.10
H -3.663196 5.896654 -1.847427 0.16 0.14 -0.16
H -2.110182 6.053428 -0.935672 -0.07 0.18 -0.18
C -1.212505 -5.890901 2.528566 0.54 -0.40 0.24
O -0.531771 -5.826254 1.274382 0.02 -0.17 -0.19
C -0.351682 -4.617044 0.746516 -0.33 -0.14 0.22
O -0.619696 -3.572620 1.282121 -0.14 0.36 0.30
O 0.151473 -4.750985 -0.459674 0.83 -0.03 -0.16
C 0.743395 -3.556869 -1.030574 -0.35 -0.55 -0.25
H -0.925861 -6.844033 2.973578 -0.09 -0.04 -0.22
H -2.285442 -5.885832 2.364439 -0.08 0.31 0.14
H -0.845316 -5.121896 3.204142 -0.36 0.26 -0.12
H -0.010710 -3.129998 -1.680565 0.07 0.34 0.03
H 1.583183 -3.894033 -1.630026 -0.01 -0.05 -0.02
H 1.089978 -2.865317 -0.268729 -0.14 0.00 0.11
Br 0.514014 -1.066691 -3.460118 -0.28 0.55 0.12
C 0.698076 0.049529 -1.840210 0.52 -0.08 -0.67
C 2.056147 0.712272 -1.807560 -0.03 0.17 0.64
Br 3.496188 -0.592918 -1.858250 -0.03 0.16 -0.01
H 0.576764 -0.652523 -1.024775 -0.08 0.11 0.21
H -0.069101 0.821581 -1.850020 -0.14 -0.16 -0.06
H 2.144700 1.253515 -0.861643 0.01 -0.28 0.06
H 2.227099 1.457244 -2.575941 -0.08 -0.32 -0.40
```
Forces are in eV/Å.

Computed properties:
charge: 0
SMILES string: C[C@H]1COC(=O)O1.COC(=O)OC.COC(=O)OC.COC(=O)OC.BrCCBr
M: 560.19 g mol⁻¹
gap between HOMO and LUMO: 10.56 eV
lowest unoccupied orbital energy: 0.447 eV

Atomic partial charges in e from the Löwdin method, atoms 1 to 6: atom 1 (C): -0.003, atom 2 (C): -0.297, atom 3 (C): -0.077, atom 4 (O): 0.060, atom 5 (C): -0.580, atom 6 (O): 0.169

***

[2]
The following is a quantum chemistry calculation of a gas-phase ion, C3H8N3O (charge +1) at a distorted geometry, from OMol25.

```
15
Properties=species:S:1:pos:R:3:forces:R:3
C 3.672583 -0.240423 -0.101524 0.28 -0.68 0.73
N 2.551049 0.237523 -0.346828 -2.33 0.77 -0.29
O 1.445723 -0.271069 0.592620 1.53 -0.39 -0.14
N 0.315930 0.461176 0.418948 0.28 0.55 -0.33
C -0.823385 -0.126217 0.115908 0.46 -0.29 0.06
C -2.065524 0.672339 0.071518 -0.35 0.19 -0.02
N -0.849656 -1.422528 -0.100009 0.17 -0.08 -0.05
H 4.459019 0.100386 -0.759174 0.04 0.12 -0.14
H 3.917221 -0.942179 0.686172 -0.14 -0.11 0.16
H 0.391782 1.455312 0.614714 -0.08 -0.21 -0.02
H -2.782926 0.278560 0.791247 0.05 -0.02 0.07
H -1.890248 1.719261 0.295689 0.06 0.06 0.01
H -2.524325 0.598880 -0.914017 0.09 -0.01 -0.06
H -1.713303 -1.899124 -0.306154 0.03 0.09 -0.01
H 0.008411 -1.956616 -0.072313 -0.08 0.01 0.03
```
Forces are in eV/Å.

Computed properties:
charge: +1
SMILES string: C=NO/[NH+]=C(/C)N
M: 102.12 g mol⁻¹
relative energy (zero: lowest compared OMol25 entry of this formula, charge and spin): 76.2 kcal per mole
gap between HOMO and LUMO: 11.35 eV
lowest unoccupied orbital energy: -3.197 eV

Atomic partial charges in e from the Löwdin method, atoms 1 to 6: atom 1 (C): 0.018, atom 2 (N): 0.076, atom 3 (O): -0.100, atom 4 (N): 0.058, atom 5 (C): -0.330, atom 6 (C): 0.038